Below is C25H28N2O6 in the gas phase, with properties calculated with wB97M-V/def2-TZVPD.

The geometry in XYZ format:
```
61
Properties=species:S:1:pos:R:3:forces:R:3
C -4.14293 -5.28116 0.79280 -0.1 -0.1 0.0
H -4.67398 -4.94574 1.69022 0.0 0.0 0.0
O -3.06628 -4.43368 0.48040 0.2 0.1 -0.1
C -3.33868 -3.13089 0.17037 0.2 0.1 -0.1
C -2.24119 -2.34676 -0.16824 -0.3 -0.2 0.1
C -2.37009 -1.00378 -0.49447 0.0 0.0 0.0
C -3.64915 -0.43849 -0.52316 -0.1 -0.3 0.1
C -4.74375 -1.22650 -0.17878 0.2 0.3 -0.1
C -4.60328 -2.55407 0.17118 0.1 -0.3 0.0
H -5.48185 -3.12270 0.42967 -0.1 -0.1 0.0
H -5.71901 -0.76641 -0.20053 -0.1 0.1 0.0
O -3.89145 0.84456 -0.87587 -0.2 0.2 -0.1
H -3.02578 1.27236 -1.05369 0.0 -0.1 0.1
C -1.09883 -0.25847 -0.87489 -0.1 -0.4 0.0
N -1.24340 1.19429 -0.99784 0.1 0.3 -0.5
H -0.89651 1.53829 -1.89059 0.1 -0.1 0.1
C -0.53938 1.87956 0.08045 0.2 0.1 0.4
C -1.50565 2.21806 1.23714 0.2 0.3 0.0
H -0.95093 2.19132 2.17625 0.0 -0.1 0.1
H -2.25679 1.42707 1.26943 0.0 -0.1 0.1
C -2.21418 3.58045 1.17457 -0.2 -0.1 0.1
C -2.97441 3.81977 -0.12615 0.2 0.1 0.2
H -2.32369 3.72635 -0.99120 0.0 0.0 -0.2
H -3.79549 3.11593 -0.22413 -0.1 -0.1 0.0
H -3.38945 4.82546 -0.12562 0.0 0.1 0.0
C -3.17786 3.67605 2.35721 0.2 0.1 -0.2
H -2.65233 3.54139 3.29997 0.0 0.0 0.2
H -3.66166 4.64932 2.37174 -0.1 0.1 0.0
H -3.94809 2.91225 2.27792 -0.1 -0.1 0.0
H -1.45959 4.36470 1.28910 -0.1 -0.1 0.0
C 0.17040 3.11041 -0.48390 -0.3 -0.1 -0.5
O 0.25342 3.33230 -1.66363 0.0 0.1 -0.1
O 0.70191 3.87494 0.45471 0.1 0.3 0.6
H 1.24281 4.57487 0.05468 -0.1 -0.2 -0.2
C 0.55327 0.87404 0.54815 -0.2 0.2 0.0
C 1.87015 0.98219 -0.21091 -0.1 0.0 0.1
O 2.56771 1.95493 -0.33785 0.2 0.0 0.0
N 2.15642 -0.25597 -0.72976 0.2 -0.1 -0.3
C 1.18857 -1.20906 -0.48178 -0.1 0.2 0.2
O 1.26861 -2.36305 -0.80620 0.0 -0.3 -0.1
C 0.02694 -0.50542 0.18110 -0.2 0.0 0.0
H -0.35795 -1.07705 1.02414 0.1 0.0 -0.1
C 3.39696 -0.54831 -1.43203 0.1 0.0 0.0
C 4.47765 -0.91821 -0.44932 0.0 0.0 -0.1
C 5.34296 0.05086 0.03998 0.0 0.0 0.0
C 6.31041 -0.28677 0.97028 0.1 0.0 0.1
C 6.41520 -1.59188 1.42071 0.1 0.0 0.1
C 5.54727 -2.55934 0.94250 0.0 -0.1 0.0
C 4.57975 -2.22453 0.01177 0.0 0.0 0.0
H 3.89642 -2.97476 -0.35815 -0.1 -0.1 -0.1
H 5.62392 -3.57729 1.29484 0.0 -0.1 0.0
H 7.17163 -1.85462 2.14548 0.1 0.0 0.1
H 6.98311 0.47074 1.34444 0.1 0.1 0.0
H 5.25244 1.06999 -0.30567 0.0 0.1 -0.1
H 3.67200 0.34799 -1.99281 -0.1 -0.1 0.0
H 3.19110 -1.37768 -2.11270 0.0 0.1 0.0
H 0.77356 0.99812 1.60936 0.0 0.0 -0.1
H -0.78074 -0.66848 -1.84395 0.0 0.1 0.1
H -1.27282 -2.82252 -0.18920 0.2 -0.1 0.0
H -3.70296 -6.25925 0.98142 -0.1 0.0 0.0
H -4.85048 -5.35803 -0.03947 0.0 0.0 0.0
```
Positions in Å, forces in eV/Å.

Calculated values
- HOMO energy: -7.74 eV
- SMILES: COc1ccc(O)c([C@H]2N[C@](CC(C)C)(C(=O)O)[C@@H]3C(=O)N(Cc4ccccc4)C(=O)[C@H]23)c1
- Charge: 0
- Gap between HOMO and LUMO: 8.3 eV
- DFT total energy: -1530.486057 hartree


Below is a 2-piece molecular cluster, C5H15NO2 overall in a non-equilibrium geometry, with properties calculated with wB97M-V/def2-TZVPD.

The geometry in XYZ format:
```
23
Properties=species:S:1:pos:R:3:forces:R:3
C -0.92229 -1.30489 0.25768 -2.0 -1.4 2.4
C 0.10737 -0.11550 0.34022 -2.8 2.1 -0.3
C 0.16599 0.72393 1.70251 -2.3 -2.8 0.4
C 0.82186 -0.31019 2.70053 -1.9 0.4 0.9
N -0.17361 0.93433 -0.69571 -0.4 -1.8 -1.4
C -0.48713 0.36256 -2.06400 -2.1 5.4 -0.5
O -1.81754 0.04825 -2.48416 -0.2 -2.5 -0.1
H -0.75992 -2.04798 -0.58475 0.2 1.1 1.0
H -0.91648 -1.91666 1.29860 0.3 1.1 -2.5
H -2.07675 -1.06144 0.20132 2.4 0.3 -0.1
H 1.04092 -0.55001 0.07162 1.1 -0.2 0.2
H -0.96918 0.92298 2.08724 2.4 -0.7 -1.0
H 0.55006 1.76148 1.61860 0.5 -1.0 -0.1
H 0.42773 -1.34577 2.64029 -0.2 0.7 -0.7
H 1.86842 -0.49521 2.65421 1.0 0.7 -0.1
H 0.47923 -0.07024 3.70963 0.7 0.3 0.2
H -0.85312 1.64045 -0.34288 0.6 -1.0 -0.8
H 0.04737 -0.47879 -2.38810 1.1 -1.2 0.5
H -0.32497 1.19349 -2.83198 1.0 -0.7 1.2
H -2.65445 0.45996 -2.30470 0.3 1.1 0.8
H 1.88081 0.74578 -1.14772 0.8 0.0 -0.9
H 2.02726 0.41552 -2.59312 -1.7 -0.2 -2.8
O 2.53841 0.48795 -1.84536 1.1 0.4 3.6
```
Positions in Å, forces in eV/Å.

Calculated values
- HOMO energy: -9.44 eV
- SMILES: CC[C@@H](C)NCO.O
- Charge: 0
- Gap between HOMO and LUMO: 10.2 eV
- DFT total energy: -404.641758 hartree


Below is BiH3O3 as an isolated structure in a non-equilibrium geometry, with properties calculated with wB97M-V/def2-TZVPD.

The geometry in XYZ format:
```
7
Properties=species:S:1:pos:R:3:forces:R:3
O -0.68891 1.17313 -0.92571 -0.6 0.9 -0.7
Bi 1.41765 0.42532 -0.01259 1.7 0.9 0.5
O -0.59804 0.77080 0.46719 -0.1 0.3 0.4
H -0.67826 -0.97583 0.42574 3.8 -0.8 -0.8
O 0.41735 -1.40168 0.17263 -4.1 -0.6 0.6
H 0.66091 -2.13066 0.74753 0.0 -0.5 0.3
H -0.53070 2.13893 -0.87481 -0.7 -0.2 -0.1
```
Positions in Å, forces in eV/Å.

Calculated values
- HOMO energy (spin up / spin down): -12.79 / -15.85 eV
- Charge: +1
- Gap between HOMO and LUMO (spin up / spin down): 7.0 / 9.9 eV
- DFT total energy: -441.679273 hartree
- 2S+1: 2


Below is C47H71KNO2P3 as an isolated structure in a non-equilibrium geometry, with properties calculated with wB97M-V/def2-TZVPD.

The geometry in XYZ format:
```
125
Properties=species:S:1:pos:R:3:forces:R:3
K 0.52500 0.16310 0.77110 1.2 -0.9 -0.2
C -5.18740 0.26440 3.82210 0.2 0.1 0.1
C -3.92530 0.99930 3.35330 -0.2 0.1 0.0
C -4.25850 2.43460 2.97160 0.2 -0.2 0.1
C -3.28900 0.17820 2.25980 0.1 -0.1 0.2
C -2.47700 -0.87640 2.63710 -0.2 0.0 -0.3
C -2.04070 -1.83380 1.73710 0.0 -0.1 0.0
C -1.31810 -3.03240 2.29410 0.0 -0.2 0.1
C -2.32060 -3.96710 2.98040 0.1 0.0 -0.2
C -0.23420 -2.61160 3.29140 0.1 -0.1 -0.2
C -2.37610 -1.72150 0.38350 0.0 0.3 0.2
C -3.14410 -0.61580 -0.02820 -0.1 -0.2 -0.1
C -3.58230 0.31180 0.91340 0.1 0.0 0.0
C -3.63490 -0.48620 -1.46060 -0.2 0.0 -0.1
C -3.64260 0.95990 -1.97890 0.1 -0.2 0.0
C -5.06030 -1.03790 -1.58550 0.2 -0.1 -0.1
C -2.22020 -2.90140 -0.52290 -0.1 -0.2 -0.1
C -3.34120 -3.73640 -0.50050 -0.1 -0.1 0.0
C -3.45090 -4.85040 -1.30650 0.0 0.0 0.0
C -2.41830 -5.15360 -2.17520 0.0 -0.1 -0.1
C -1.28710 -4.36450 -2.18320 -0.1 0.0 0.0
C -1.14280 -3.25080 -1.35340 0.2 0.2 0.1
P 0.43700 -2.28490 -1.38370 0.4 -1.1 -0.4
C 1.75730 -3.59910 -0.89670 -0.2 0.1 0.0
C 1.67430 -5.01480 -1.46520 0.0 0.2 0.1
C 1.65810 -3.72510 0.62600 -0.1 0.0 -0.2
C 3.11920 -2.97470 -1.20780 -0.2 0.0 0.0
C 0.67910 -1.93650 -3.26660 0.0 0.1 0.2
C -0.67130 -1.50150 -3.83970 0.1 -0.1 0.1
C 1.22560 -3.01230 -4.20730 -0.1 0.0 0.2
C 1.65000 -0.74870 -3.31010 -0.1 0.0 0.0
H -5.64020 0.79340 4.65770 -0.1 0.0 0.1
H -4.94810 -0.74850 4.13940 0.0 -0.1 0.0
H -5.91310 0.20830 3.01320 -0.1 0.0 -0.1
H -3.22160 1.03170 4.19150 0.0 0.0 0.0
H -4.98070 2.48140 2.15960 -0.1 0.0 -0.1
H -3.35410 2.95210 2.67360 0.0 0.2 -0.1
H -4.68740 2.95700 3.82460 -0.1 0.0 0.1
H -2.23230 -0.99670 3.67920 0.1 0.0 0.2
H -0.87140 -3.58020 1.46330 0.0 0.1 0.1
H -2.84940 -3.43490 3.76820 -0.1 0.0 0.1
H -1.80240 -4.81460 3.42520 0.0 -0.1 0.1
H -3.05100 -4.34310 2.26710 -0.1 -0.1 0.0
H -0.65470 -2.53230 4.29090 0.0 0.1 0.2
H 0.17440 -1.63660 3.03040 0.1 0.1 0.1
H 0.57110 -3.34180 3.33150 0.1 -0.1 0.0
H -4.20930 1.12870 0.59290 -0.1 0.2 -0.1
H -2.98790 -1.09150 -2.10550 0.0 0.1 0.1
H -4.48770 1.51420 -1.57590 -0.1 0.1 0.0
H -3.73930 0.95800 -3.06370 0.0 0.0 -0.1
H -2.74160 1.50710 -1.71350 0.1 0.1 0.0
H -5.70560 -0.56090 -0.85120 -0.1 0.1 0.0
H -5.08110 -2.11130 -1.42260 -0.1 -0.1 0.0
H -5.45070 -0.83870 -2.58250 -0.1 0.0 -0.1
H -4.14680 -3.48550 0.17610 -0.1 0.0 0.0
H -4.33570 -5.46760 -1.26150 -0.1 -0.1 0.0
H -2.49350 -6.00040 -2.84100 0.0 -0.1 -0.1
H -0.48880 -4.61750 -2.85830 0.1 -0.1 0.0
H 0.74180 -5.49310 -1.17330 0.0 -0.1 0.0
H 2.49150 -5.60580 -1.04900 0.1 -0.1 0.0
H 1.76670 -5.04210 -2.54570 0.0 -0.1 -0.1
H 0.79860 -4.33020 0.90160 -0.1 0.0 0.1
H 1.57420 -2.74800 1.09990 0.0 0.0 0.2
H 2.54580 -4.22450 1.01730 0.1 0.0 0.0
H 3.35310 -3.01090 -2.26820 0.1 0.1 -0.1
H 3.90410 -3.51550 -0.67670 0.1 0.0 0.0
H 3.13210 -1.93290 -0.88120 0.1 0.1 0.0
H -1.36540 -2.33880 -3.88210 -0.1 0.0 0.0
H -0.53820 -1.12560 -4.85450 0.1 0.0 -0.1
H -1.12030 -0.71210 -3.24730 -0.2 0.1 0.0
H 0.51920 -3.82250 -4.36130 0.0 -0.1 0.0
H 2.17240 -3.41980 -3.87340 0.1 -0.1 0.0
H 1.39970 -2.55160 -5.18070 0.0 0.1 -0.1
H 1.41410 -0.00980 -2.54920 0.0 0.1 0.1
H 1.60770 -0.26810 -4.28600 0.0 0.1 -0.2
H 2.67350 -1.07430 -3.14960 0.2 0.0 0.1
C 5.07280 0.57840 -0.70870 -0.3 0.0 0.0
P 3.37210 0.90280 -0.05210 1.2 -0.3 0.1
C 3.50940 0.08260 1.58780 0.0 0.1 -0.1
C 3.57720 2.64340 0.46250 -0.1 0.1 -0.1
C 4.50070 3.06310 1.40920 0.0 0.0 0.1
C 4.53640 4.38470 1.81330 0.1 0.0 0.1
C 3.66350 5.30130 1.25140 0.0 0.1 0.0
C 2.76120 4.90030 0.28160 0.1 0.1 0.0
C 2.71020 3.57060 -0.11860 -0.1 -0.1 0.0
P 1.48590 2.86030 -1.27740 -0.2 0.9 -0.6
C 0.49560 4.35320 -1.74420 0.2 -0.2 0.1
C 2.55750 2.84820 -2.78830 -0.1 -0.1 0.1
H 5.84870 0.91190 -0.01850 0.0 0.0 0.0
H 5.19020 1.09820 -1.65950 0.1 0.0 0.0
H 5.17260 -0.49260 -0.88490 0.1 0.0 0.0
H 4.42600 0.35650 2.10710 0.0 0.0 0.1
H 3.48690 -0.99740 1.45290 0.0 -0.1 0.0
H 2.65090 0.38870 2.18600 0.0 0.0 0.3
H 5.19030 2.36030 1.85420 0.0 -0.1 0.1
H 5.23720 4.69770 2.57360 0.1 0.0 0.0
H 3.68090 6.33150 1.57670 0.0 0.1 0.0
H 2.08330 5.62980 -0.13610 -0.1 0.0 0.0
H 1.11500 5.15210 -2.15150 0.0 0.1 0.0
H -0.06400 4.71410 -0.88340 -0.1 0.1 0.0
H -0.22020 4.04250 -2.50740 0.0 0.0 0.0
H 3.11650 3.78040 -2.86740 0.0 0.0 0.0
H 1.92570 2.72640 -3.66730 0.0 0.0 -0.1
H 3.24720 2.01000 -2.73690 0.1 -0.1 -0.1
O 0.06070 0.76170 2.75320 -0.5 0.0 2.5
H -0.12670 2.41510 2.41970 0.1 0.7 -0.2
H -0.26650 0.78200 3.65810 0.1 0.1 0.0
O -0.52300 0.47780 -1.15600 -1.2 0.7 -1.8
H -1.38280 0.29630 -0.74900 -0.3 -0.1 -0.2
H -0.69650 0.81930 -2.03870 -0.1 0.1 0.1
C 0.05020 3.48390 2.06450 0.2 -0.6 0.3
C -1.19300 4.21520 1.80130 -0.5 0.5 -0.2
C -1.59660 5.28470 2.60630 0.2 -0.3 -0.1
C -2.77110 5.96010 2.36910 -0.4 0.0 -0.2
C -3.59220 5.58710 1.29970 1.2 -0.6 0.3
C -3.19680 4.52510 0.47500 -0.2 0.3 0.0
C -2.01890 3.85950 0.72450 0.3 0.0 0.2
C -4.79770 6.26900 1.06130 -0.9 0.5 -0.3
N -5.78590 6.81990 0.85650 -0.1 0.1 0.0
H 0.66510 3.97670 2.81190 0.2 0.1 0.0
H 0.62850 3.36810 1.15120 0.0 0.1 0.0
H -0.97000 5.58450 3.43420 0.1 0.0 0.1
H -3.05990 6.78630 3.00170 -0.1 0.1 0.0
H -3.83040 4.23940 -0.35430 0.0 0.0 0.0
H -1.70430 3.02800 0.10650 -0.1 -0.1 -0.1
```
Positions in Å, forces in eV/Å.

Calculated values
- HOMO energy: -7.43 eV
- Charge: 0
- Gap between HOMO and LUMO: 7.6 eV
- DFT total energy: -3662.747687 hartree